Entry 1:
Computed, not measured: a molecular structure, C23H46AlBr3N3O9PS2 at a distorted geometry, with ωB97M-V/def2-TZVPD.

Calculated values
charge: +2
E: -295156.4233 eV
frontier orbital gap: 0.0950 hartree
HOMO energy: -12.766 eV

Each line ends with the Löwdin charge.
Positions of all 88 atoms, in Å:
C (-1.9611, -4.3646, 3.3349)  0.025
C (-3.3840, -4.0610, 2.9746)  -0.476
O (-4.2630, -4.8849, 3.0255)  0.105
N (-3.6287, -2.7054, 2.5918)  -0.125
C (-3.5800, -1.7783, 3.7379)  -0.019
C (-4.7815, -2.5900, 1.7409)  -0.248
C (-4.5945, -1.6990, 0.4707)  -0.153
C (-3.2043, -1.0936, 0.3806)  -0.273
C (-3.0663, -0.2471, -0.8910)  -0.330
P (-1.3379, 0.6049, -0.9178)  0.747
C (-0.6669, -0.2849, -2.3947)  -0.324
C (0.7732, -0.8119, -2.2049)  -0.274
C (1.0069, -1.9527, -3.2302)  -0.205
C (2.4798, -2.2800, -3.3992)  -0.199
C (3.2441, -1.1860, -4.1247)  -0.282
N (4.5554, -1.6475, -4.5541)  0.101
S (0.5425, 1.9319, -0.7625)  0.698
C (0.1521, 3.0175, 0.6348)  -0.408
C (0.2681, 2.2162, 1.9285)  -0.510
O (-0.4130, 1.2499, 2.1420)  0.079
O (1.2225, 2.6811, 2.8120)  -0.010
C (2.1754, 1.7281, 3.3370)  -0.125
C (3.3020, 1.4166, 2.3157)  -0.292
C (4.6698, 1.3058, 2.9626)  -0.009
O (3.2400, 2.2758, 1.1837)  -0.048
C (3.7012, 3.5329, 1.3602)  -0.543
O (3.7937, 4.1015, 2.4056)  0.132
C (4.0626, 4.2465, 0.0718)  -0.375
S (4.2503, 3.1420, -1.3093)  1.016
H (-1.7549, -5.4156, 3.1978)  0.095
H (-1.8236, -4.0908, 4.3798)  0.095
H (-1.2919, -3.7354, 2.7596)  0.085
H (-4.4030, -1.0728, 3.7134)  0.084
H (-2.6632, -1.1929, 3.7013)  0.091
H (-3.5473, -2.3186, 4.6789)  0.099
H (-5.6313, -2.1780, 2.3488)  -0.123
H (-5.1174, -3.5666, 1.4085)  0.119
H (-5.3455, -0.9105, 0.5060)  0.107
H (-4.7454, -2.3095, -0.4147)  0.098
H (-2.4276, -1.8525, 0.3695)  0.115
H (-3.0578, -0.4111, 1.2177)  0.102
H (-3.8297, 0.5296, -0.8498)  0.071
H (-3.2734, -0.8363, -1.7810)  0.064
H (-1.0254, 0.0300, 0.3159)  0.013
H (-2.0016, 1.8436, -0.9924)  0.027
H (-1.2671, -1.1473, -2.6536)  0.085
H (-0.6559, 0.4275, -3.2168)  0.101
H (0.8899, -1.2076, -1.1990)  0.110
H (1.5190, -0.0628, -2.4279)  0.066
H (0.4262, -2.8300, -2.9570)  0.117
H (0.5989, -1.6009, -4.1790)  0.115
H (2.9587, -2.4594, -2.4368)  0.121
H (2.6006, -3.2068, -3.9573)  0.117
H (3.3559, -0.3428, -3.4547)  0.086
H (2.6692, -0.9036, -5.0138)  0.135
H (4.4948, -2.1461, -5.4317)  0.098
H (5.1664, -0.8542, -4.7069)  0.057
H (0.8499, 3.8426, 0.6687)  0.073
H (-0.8554, 3.4134, 0.5306)  0.086
H (2.6144, 2.1380, 4.2454)  -0.018
H (1.6958, 0.7969, 3.6244)  0.132
H (3.0623, 0.4337, 1.9244)  0.150
H (5.2207, 0.4858, 2.5142)  0.090
H (4.5769, 1.0997, 4.0234)  0.090
H (5.2762, 2.2000, 2.8651)  0.073
H (5.0266, 4.7234, 0.2172)  0.105
H (3.2901, 4.9755, -0.1509)  0.106
H (2.9973, 2.5235, -1.2398)  -0.114
O (-5.1604, -2.4863, -2.8389)  0.009
C (-6.1843, -1.9478, -3.2312)  -0.595
N (-7.2792, -2.6689, -3.5661)  0.167
C (-6.3038, -0.4489, -3.3783)  -0.001
H (-8.1278, -2.2528, -3.9016)  0.103
H (-7.2250, -3.6711, -3.4921)  0.114
H (-5.5464, -0.1032, -4.0791)  0.092
H (-6.1270, 0.0174, -2.4098)  0.072
H (-7.2820, -0.1404, -3.7422)  0.076
Al (-7.6775, -2.1440, 2.7737)  1.086
C (5.4312, 2.1150, -4.3821)  -0.739
O (5.7249, 3.2826, -4.1596)  0.172
O (6.3359, 1.2908, -4.9449)  0.148
O (4.2955, 1.5967, -4.0826)  0.087
H (7.1029, 1.8735, -5.0789)  0.144
C (4.9738, 4.3288, 6.5747)  -1.608
Br (5.0838, 3.4747, 8.2882)  0.603
Br (6.5481, 4.0128, 5.5164)  0.593
Br (3.3790, 3.8025, 5.6203)  0.703
H (4.9072, 5.3933, 6.7440)  -0.025

Entry 2:
Computed, not measured: a molecular structure, F6InN4O15S6 at a distorted geometry, with ωB97M-V/def2-TZVPD.

Calculated values
energy relative to the best compared isomer or geometry (same formula, charge and spin): 0.0 kcal/mol
charge: -1
E: -123153.4786 eV
frontier orbital gap: 0.1308 hartree
HOMO energy: -8.251 eV

Each line ends with the Löwdin charge.
Positions of all 32 atoms, in Å:
In (0.6887, 0.4117, 1.3685)  1.314
N (-0.8355, -1.7400, 1.0068)  -0.317
S (-1.9023, -1.9432, -0.1671)  0.450
O (-3.1339, -2.5087, 0.2624)  -0.214
O (-1.3368, -2.2844, -1.4120)  -0.206
F (-2.2452, -0.4009, -0.3386)  -0.200
S (-0.8626, -3.2567, 1.7343)  0.508
O (-0.6231, -4.3211, 0.8405)  -0.217
O (-1.7627, -3.3362, 2.8226)  -0.223
F (0.5392, -3.0459, 2.4292)  -0.193
N (0.1314, 2.4136, -0.4175)  -0.306
S (-1.2356, 3.2378, -0.9774)  0.502
O (-1.3073, 3.4399, -2.3728)  -0.205
O (-1.6979, 4.2508, -0.1058)  -0.228
F (-2.2232, 2.0293, -0.7627)  -0.171
S (1.2241, 3.5278, -0.7831)  0.437
O (1.1710, 4.7230, -0.0179)  -0.240
O (1.5936, 3.5949, -2.1480)  -0.221
F (2.4648, 2.7602, -0.1080)  -0.222
N (2.2997, -0.7468, -0.3746)  -0.359
S (2.4347, -0.7173, -2.0363)  0.501
O (1.3768, -1.3509, -2.7241)  -0.221
O (3.7572, -0.8504, -2.5179)  -0.222
F (2.0877, 0.8143, -2.1316)  -0.177
S (2.9792, -2.1212, 0.0025)  0.445
O (4.3951, -2.1240, -0.0086)  -0.239
O (2.2932, -3.2961, -0.3913)  -0.225
F (2.6154, -1.9989, 1.5804)  -0.258
N (-3.2431, 1.2089, 1.9372)  -0.584
O (-3.7534, 2.3063, 1.9868)  0.169
O (-1.9942, 1.1326, 2.0368)  -0.019
O (-3.8950, 0.1916, 1.7872)  0.142

> What is the frontier orbital gap in the second record?

0.1308 hartree